(1)
# C5H20

A cluster of 5 separate species, C5H20 in total (ωB97M-V/def2-TZVPD, the Open Molecules 2025 dataset).

The geometry in XYZ format:
```
25
Properties=species:S:1:pos:R:3:forces:R:3:mulliken_spin:R:1
C -2.288215 -1.189842 -0.347595 -2.438 0.363 -0.030 0.0372
H -2.153737 -1.443074 -1.372418 0.102 -0.201 -0.671 0.0001
H -1.730335 -1.763640 0.304184 1.732 -0.950 1.171 0.0004
H -2.237103 -0.132892 -0.187254 0.520 0.857 0.032 0.0086
H -3.319205 -1.393317 -0.003573 0.076 -0.054 -0.539 0.0151
C 1.195253 -2.241940 -1.375865 0.238 0.227 -0.961 0.0000
H 1.038615 -3.155687 -0.866561 -0.304 -0.459 1.329 -0.0001
H 2.054741 -1.686577 -1.083743 1.037 -0.094 0.461 0.0003
H 1.337568 -2.611248 -2.374031 0.060 0.383 -0.831 0.0004
H 0.407967 -1.519674 -1.337722 -0.999 -0.040 0.016 0.0007
C 0.812604 -0.396037 2.481405 0.459 0.248 -1.471 0.0043
H 1.129656 -1.393960 2.124008 -0.013 0.259 1.159 0.0037
H 1.293919 0.096896 3.328382 0.175 -0.724 -0.059 -0.0006
H 1.077985 0.175887 1.578147 -0.061 0.339 0.220 0.0002
H -0.256441 -0.360354 2.592578 -0.490 -0.164 0.164 0.0005
C -1.097774 2.062976 0.760176 0.371 -0.456 -1.010 0.3327
H -0.437861 1.189861 0.544595 -0.346 -0.007 0.912 0.0229
H -0.459165 2.682963 1.468487 0.514 -0.010 -0.119 0.1701
H -0.973098 2.892086 -0.008923 -0.478 0.405 0.415 0.1287
H -2.135329 1.850076 1.010855 0.151 -0.017 -0.367 0.0094
C 1.337500 1.724888 -1.425156 2.729 -0.199 -1.883 0.1462
H 2.016857 0.902197 -1.719237 -0.730 -0.391 0.839 -0.0054
H 1.924080 2.292560 -0.680420 -1.152 0.043 -0.200 0.0037
H 1.374636 2.216503 -2.450697 -0.565 0.558 0.913 0.0666
H 0.290041 1.401125 -1.424444 -0.588 0.084 0.509 0.0543
```
Forces are in eV/Å.

The calculation puts the energy above the lowest of the compared OMol25 structures with the same formula, charge and spin at 77.9 kJ/mol. For the gap between HOMO and LUMO (alpha / beta), the calculation gives 12.766 / 3.747 eV. The total charge is +1. The multiplicity is 2. The lowest unoccupied orbital energy (alpha / beta) comes out at -3.13 / -12.15 eV. Its HOMO energy (alpha / beta) is -15.90 / -15.89 eV.



(2)
# C5H20AlN10O9P

A structure of composition C5H20AlN10O9P (ωB97M-V/def2-TZVPD, the Open Molecules 2025 dataset).

The geometry in XYZ format:
```
46
Properties=species:S:1:pos:R:3:forces:R:3:nbo_charge:R:1
Al -16.569009 -23.061750 -17.454266 0.990 1.227 0.164 1.3230
P -14.496724 -21.056886 -18.403199 1.076 -1.169 -0.321 2.4565
O -14.090589 -22.461026 -18.896826 -0.327 0.109 0.147 -1.0296
O -14.469103 -21.327726 -16.875260 -0.160 -0.157 0.352 -1.0558
O -15.996608 -20.779625 -18.678415 -1.329 -0.964 0.096 -0.9094
O -13.663041 -19.942411 -18.954947 -0.376 0.194 0.222 -0.9637
C -14.738281 -26.095492 -18.969669 -0.064 0.189 0.397 0.7844
O -15.804617 -25.651514 -18.549475 -0.239 0.642 0.227 -0.6791
N -14.659936 -27.327104 -19.541100 0.881 0.808 0.188 -0.8398
N -13.561957 -25.412942 -18.888500 -0.905 -0.057 0.255 -0.8407
H -13.734671 -27.503870 -19.884734 -0.388 -1.034 -0.415 0.3855
H -15.467680 -27.911836 -19.598316 0.101 -0.160 -0.172 0.4154
H -12.671976 -25.837243 -19.059035 0.064 0.111 0.013 0.3838
H -13.653405 -24.509290 -18.443985 0.435 0.315 -0.279 0.4474
C -20.169382 -22.027606 -15.893219 0.570 0.389 0.846 0.7817
O -19.201906 -22.617198 -16.335945 0.113 -0.325 -0.464 -0.6517
N -21.203467 -22.680703 -15.253612 0.397 -0.091 -0.578 -0.8648
N -20.237501 -20.670024 -15.834027 -0.492 0.154 -0.390 -0.8256
H -22.072165 -22.212912 -15.083278 0.023 -0.090 0.430 0.3866
H -20.887254 -23.462275 -14.708323 -0.477 -0.215 -0.049 0.4116
H -19.620184 -20.110614 -16.396222 0.080 -0.094 -0.024 0.4160
H -21.059883 -20.244402 -15.448177 0.097 0.205 -0.027 0.3827
C -15.941455 -21.667189 -13.878374 0.962 0.365 -0.761 0.7872
O -16.619020 -22.137257 -14.782197 -0.885 -0.197 -0.087 -0.6823
N -14.730997 -21.095311 -14.129816 -0.677 -0.081 0.514 -0.8567
N -16.350195 -21.651617 -12.572529 -0.134 -0.218 -0.461 -0.8507
H -14.503324 -20.972165 -15.110982 0.304 -0.070 -0.087 0.4563
H -14.082676 -20.958062 -13.378979 0.188 0.181 -0.183 0.3799
H -17.060153 -22.326753 -12.356827 -0.006 0.150 0.390 0.4039
H -15.787178 -21.190921 -11.884735 -0.141 -0.213 0.263 0.3891
C -13.677936 -24.120976 -15.079214 0.292 -1.341 -1.740 0.7911
O -14.860191 -24.301470 -15.351369 -0.359 0.883 0.752 -0.6409
N -12.852292 -23.350276 -15.846342 -0.498 -0.077 0.506 -0.8722
N -12.992931 -24.897573 -14.160613 0.388 0.057 0.311 -0.8884
H -13.301318 -22.607253 -16.373388 0.173 -0.104 -0.567 0.4536
H -11.907242 -23.646303 -15.992952 0.194 0.482 0.178 0.3844
H -13.354513 -25.193469 -13.276969 -0.428 -0.275 -0.252 0.4030
H -12.113439 -25.267815 -14.468826 0.189 0.159 0.397 0.3831
C -19.804931 -24.835411 -18.861998 -0.522 0.883 -0.901 0.7925
O -18.638239 -24.723985 -18.535241 0.372 -0.315 0.626 -0.6518
N -20.536805 -23.752097 -19.255288 -0.480 0.303 -0.115 -0.8387
N -20.464829 -26.027890 -18.968619 0.827 -0.678 0.595 -0.8489
H -20.228790 -22.829351 -19.007532 0.324 -0.113 0.028 0.4111
H -21.494200 -23.829613 -19.545848 -0.020 -0.127 0.135 0.3801
H -21.351520 -26.211817 -19.394184 -0.082 0.412 -0.040 0.3953
H -19.910736 -26.822936 -18.700768 -0.049 -0.052 -0.121 0.4059
```
Forces are in eV/Å.

The calculation puts the energy above the lowest of the compared OMol25 structures with the same formula, charge and spin at 0.0 kJ/mol. For the gap between HOMO and LUMO, the calculation gives 4.467 eV. The total charge is 0. The lowest unoccupied orbital energy comes out at -3.15 eV. Its HOMO energy is -7.61 eV.



(3)
# C5H20ClCuN10O5

A structure of composition C5H20ClCuN10O5 (ωB97M-V/def2-TZVPD, the Open Molecules 2025 dataset).

The geometry in XYZ format:
```
42
Properties=species:S:1:pos:R:3:forces:R:3:mulliken_spin:R:1
Cu -0.752482 2.508300 -2.654608 0.163 -1.022 1.031 0.0001
Cl -0.512742 0.908260 -0.572838 -0.381 1.034 -1.114 0.0002
C -2.787592 1.241080 2.642312 3.332 -0.495 -3.966 -0.0358
O -3.109352 1.457600 3.791192 -1.260 0.032 3.811 0.8461
N -2.668882 2.124430 1.701842 -1.860 2.895 -0.479 0.0403
N -2.149012 0.196150 2.134162 -0.634 -4.082 2.806 0.1617
H -2.881542 3.097970 1.866452 -0.042 -0.051 -0.743 0.0011
H -2.486392 1.570130 0.877492 -0.130 2.172 -1.194 0.0012
H -2.000392 -0.621100 2.708712 0.049 -0.188 -0.235 -0.0073
H -1.691172 0.280960 1.237892 0.724 -0.194 0.108 -0.0084
C 2.343958 -1.317250 -3.054968 0.532 -3.756 -0.819 0.0000
O 2.506468 -1.471400 -4.242238 0.130 0.622 -1.138 0.0000
N 2.309148 -2.346160 -2.204938 0.235 -3.554 1.630 0.0000
N 2.203888 -0.195560 -2.422318 -0.008 4.691 0.526 0.0000
H 2.537758 -3.277130 -2.522948 -0.295 0.260 -0.910 0.0000
H 2.661438 -2.338230 -1.258398 -0.155 0.983 -0.238 0.0000
H 2.567488 0.533540 -3.019238 -0.576 0.694 0.568 0.0000
H 1.606948 -0.051180 -1.620488 0.436 -0.029 -0.344 0.0001
C 2.075268 2.713640 2.167622 3.832 1.957 1.623 -0.0001
O 1.151898 2.659800 2.910122 -2.893 -1.159 0.738 0.0001
N 3.320148 3.088040 2.625172 1.223 0.263 1.328 0.0000
N 2.212058 2.567480 0.866322 -1.576 -0.848 -2.330 0.0001
H 3.531208 3.117340 3.612442 -0.325 0.177 -0.250 0.0000
H 4.037758 3.431890 2.003152 -0.090 -0.240 0.381 0.0000
H 3.073718 2.946320 0.500112 -0.747 -0.531 -0.813 0.0000
H 1.364948 2.298680 0.386472 0.456 0.358 -0.715 -0.0001
C -4.523132 -1.316650 -2.039378 -1.874 2.976 -1.019 -0.0002
O -5.155942 -0.438090 -2.620358 -0.808 -0.912 -0.225 0.0004
N -3.347422 -1.004050 -1.594178 4.422 1.189 1.600 0.0002
N -4.882382 -2.538340 -1.670218 -1.328 -2.054 -0.543 0.0000
H -3.040382 -0.055040 -1.752968 0.165 -0.494 0.106 0.0002
H -2.795122 -1.658100 -1.058198 0.129 0.466 -0.151 0.0000
H -4.066712 -3.133820 -1.656658 -0.507 -0.615 0.023 0.0000
H -5.638942 -2.845710 -2.264568 -0.102 -0.584 0.239 0.0000
C 2.227698 -1.944060 0.905612 0.985 -1.957 1.664 -0.0001
O 2.822708 -2.912990 1.326172 0.586 -0.480 0.120 0.0000
N 1.015458 -2.025180 0.393222 -4.089 -0.422 -1.048 0.0000
N 2.673368 -0.700820 0.885782 0.581 2.474 -0.269 0.0000
H 0.475178 -2.878520 0.391782 0.704 -0.088 0.038 0.0000
H 0.454828 -1.209820 0.190782 0.291 -0.147 -0.043 0.0004
H 1.940518 -0.082710 0.568042 0.847 0.773 0.488 -0.0002
H 3.375748 -0.379690 1.536652 -0.143 -0.114 -0.243 0.0000
```
Forces are in eV/Å.

The calculation puts the energy above the lowest of the compared OMol25 structures with the same formula, charge and spin at 0.0 kJ/mol. For the gap between HOMO and LUMO (alpha / beta), the calculation gives 5.776 / 2.597 eV. The total charge is +1. The multiplicity is 2. The lowest unoccupied orbital energy (alpha / beta) comes out at -5.86 / -9.04 eV. Its HOMO energy (alpha / beta) is -11.63 / -11.63 eV.